C28H41HoN8OS as an isolated structure in a non-equilibrium geometry, computed with wB97M-V/def2-TZVPD.

Each line ends with the Mulliken charge.
Element x y z (Å)
Ho -0.41830 0.36770 0.44690  0.211
C 1.77150 -1.05170 -2.02360  -0.882
N 2.52310 0.15920 -1.77060  0.114
C 2.42340 1.12700 -2.85170  -0.802
C 2.66230 0.58170 -0.47690  0.296
N 1.90210 0.01910 0.46160  0.397
C 2.41310 -0.11530 1.78080  0.161
C 3.76780 -0.33100 2.03800  -0.411
C 4.23410 -0.47750 3.33160  -0.719
C 3.36130 -0.39010 4.40230  -0.950
C 2.00820 -0.23980 4.16480  -0.316
C 1.51460 -0.12510 2.86600  -0.391
N 0.13110 0.06580 2.63960  0.147
C -0.74530 -0.61130 3.38240  0.350
N -0.49920 -1.85630 3.86110  0.365
C -1.01710 -2.31440 5.13120  -1.306
C 0.46300 -2.74790 3.25530  -0.826
N -1.93180 -0.03020 3.69160  0.225
C -2.07990 1.41150 3.61290  -1.042
C -3.18400 -0.75480 3.58210  -0.865
N 3.57250 1.54820 -0.23130  0.272
C 3.42450 2.45320 0.88700  -0.873
C 4.80980 1.67000 -0.97590  -1.348
H 2.02960 -1.40570 -3.02140  0.451
H 0.67650 -0.87740 -1.97550  0.097
H 2.05370 -1.81750 -1.30110  0.254
H 2.67690 0.63570 -3.78760  0.388
H 3.10140 1.95940 -2.70870  0.293
H 1.39880 1.51090 -2.91540  0.093
H 4.46040 -0.40220 1.21420  0.533
H 5.28530 -0.65130 3.49190  0.467
H 3.73410 -0.44780 5.41320  0.450
H 1.31410 -0.18780 4.99030  0.548
H -1.54210 -1.50860 5.63440  0.402
H -0.18160 -2.62550 5.76190  0.388
H -1.68870 -3.16530 5.00730  0.416
H 0.68750 -2.42730 2.23650  0.070
H 0.03170 -3.75170 3.23030  0.416
H 1.40030 -2.78550 3.81720  0.301
H -1.10180 1.88140 3.70980  0.320
H -2.71100 1.74960 4.43820  0.434
H -2.55400 1.71190 2.67180  0.228
H -3.86600 -0.44210 4.37500  0.329
H -3.02440 -1.82830 3.65070  0.342
H -3.63880 -0.53040 2.61090  0.136
H 2.37170 2.49550 1.18870  0.204
H 3.73840 3.44800 0.56520  0.417
H 4.02800 2.15720 1.75030  0.289
H 4.90560 0.84370 -1.67560  0.401
H 5.65010 1.63230 -0.27860  0.407
H 4.86890 2.61870 -1.51430  0.435
S -3.79580 2.71350 -0.78520  -0.127
C -2.63720 3.67550 -1.49840  -0.448
C -1.37960 3.09820 -1.66230  -0.503
C -1.23490 1.77710 -1.26420  -0.198
C -2.52000 1.22830 -0.71360  0.755
C -2.79030 -1.32030 -1.06890  -0.498
C -3.72170 -2.35070 -1.18870  -1.041
C -3.38760 -3.63070 -0.79220  -0.668
C -2.11330 -3.84820 -0.28170  -1.192
C -1.23440 -2.78560 -0.22520  -0.182
N -1.54910 -1.53330 -0.60320  0.787
H -2.89230 4.67780 -1.80100  0.522
H -0.58230 3.67530 -2.10620  0.485
H -4.69880 -2.13440 -1.59110  0.608
H -4.09950 -4.43890 -0.86320  0.480
H -1.80740 -4.82460 0.05410  0.527
H -0.21190 -2.93030 0.11250  0.465
C -1.86810 0.06780 -3.52850  -0.787
N -3.18070 0.09920 -2.96650  0.246
C -4.15310 0.93530 -3.63150  -0.911
C -3.24440 0.05320 -1.54510  -0.830
O -2.37520 0.83190 0.56000  -0.185
H -1.91180 0.23470 -4.60120  0.491
H -1.40530 -0.90250 -3.34410  0.218
H -1.21980 0.84850 -3.06400  0.227
H -4.15680 0.69590 -4.69280  0.389
H -3.95480 2.00500 -3.50800  0.293
H -5.14380 0.72500 -3.23570  0.311
H -4.29420 0.12860 -1.24710  1.448

Properties
2S+1: 5
Net charge: +2
Energy: -2950.60608 a.u.
Kohn-Sham gap (spin up / spin down): 6.3139 / 6.3356 eV
LUMO energy (spin up / spin down): -6.7845 / -6.7659 eV